The following is a quantum chemistry calculation of C15H32AuClIP3 as an isolated structure in a non-equilibrium geometry, from OMol25.

Structure (ORCA input):
```
! RIJCOSX wB97M-V def2-TZVPD def2/J DEFGRID3
* xyz 2 3
Au -0.242 -0.418 -1.367
I -2.902 -0.359 -0.803
Cl 2.270 -0.434 -1.213
P 0.349 1.989 -1.297
P 0.281 -2.839 -1.298
P -0.008 -0.390 1.327
C -1.133 3.035 -1.153
C -0.173 2.839 3.942
C -0.243 -0.461 -3.506
C 1.477 2.679 -0.035
C 1.046 -3.309 -2.882
C -1.234 -3.843 -1.155
C -1.126 -1.644 2.029
C 1.400 -3.613 -0.072
C 0.300 1.722 3.237
C -1.484 3.279 3.761
C -1.865 1.507 2.182
C 1.156 2.442 -2.866
C -2.327 2.600 2.905
C -0.537 1.076 2.316
C 1.553 -0.858 2.150
H -1.915 -3.576 -1.973
H 0.349 -3.097 -3.704
H 1.803 -1.894 1.916
H -1.202 -1.438 3.101
H -1.525 2.974 -0.129
H 2.334 -3.039 -0.031
H -0.750 -2.658 1.873
H -1.835 4.167 4.320
H 1.285 -4.384 -2.858
H 1.448 -0.755 3.238
H 0.721 -0.436 -4.023
H 0.503 3.349 4.643
H 2.367 2.037 0.025
H -3.361 2.910 2.798
H 0.934 -3.659 0.923
H 1.616 -4.643 -0.405
H -0.963 -4.908 -1.216
H 0.483 2.198 -3.698
H -0.788 -1.362 -3.798
H 0.981 2.728 0.945
H -1.893 2.664 -1.853
H -2.523 0.991 1.488
H 2.089 1.865 -2.955
H 1.965 -2.718 -3.009
H 1.769 3.694 -0.349
H -1.722 -3.631 -0.194
H 1.327 1.368 3.418
H -0.816 0.417 -3.805
H -2.111 -1.538 1.563
H -0.857 4.073 -1.392
H 1.372 3.522 -2.847
H 2.357 -0.218 1.787
*
```

Its LUMO energy (spin up / spin down) is -7.8408 / -10.2719 eV. Its HOMO-LUMO gap (spin up / spin down) is 0.2520 / 0.1732 Ha. The energy above the lowest of the compared OMol25 structures with the same formula, charge and spin is 0.0 kJ/mol.



The following is a quantum chemistry calculation of C32H54N3OOsP2S as an isolated structure in a non-equilibrium geometry, from OMol25.

Structure (ORCA input):
```
! RIJCOSX wB97M-V def2-TZVPD def2/J DEFGRID3
* xyz 3 5
Os -0.236 -0.005 0.737
S 2.777 0.381 4.176
P -0.683 -2.436 0.685
P -0.612 2.384 0.240
O -1.900 0.273 3.335
N -2.020 -0.096 -0.583
N 1.478 0.080 2.006
N 0.996 0.004 -0.988
C 2.783 -0.233 1.742
C -1.291 0.125 2.341
C 0.740 5.029 0.274
C -1.536 -4.704 2.217
C -0.126 -4.927 -0.772
C 2.111 -1.072 -4.109
C 1.720 -0.016 -1.910
C -2.365 4.686 0.656
C 0.912 3.544 -0.099
C -1.447 2.134 -1.419
C -4.473 -0.124 -1.942
C 3.647 -0.103 2.841
C -0.317 -2.807 -2.035
C -3.605 0.994 -2.054
C 0.876 -3.964 2.526
C 4.047 -0.419 -2.609
C -4.101 -1.209 -1.181
C 1.740 -3.245 -0.611
C 2.621 -0.032 -3.079
C -2.831 -1.243 -0.499
C 2.614 1.383 -3.715
C -2.404 0.964 -1.353
C -1.946 3.321 1.249
C -0.572 -3.500 2.278
C -1.418 3.505 2.687
C -2.391 -2.371 0.205
C 1.348 0.429 3.324
C -3.222 2.444 1.251
C 2.080 2.963 0.724
C 0.214 -3.426 -0.722
C 1.271 3.500 -1.596
C -1.003 -2.639 3.476
H 3.142 -0.543 0.777
H 1.090 -0.831 -4.443
H -1.014 -3.275 4.381
H -1.186 2.542 3.162
H -3.026 1.384 1.453
H 1.596 1.665 -4.032
H -3.019 -3.267 0.177
H -1.647 5.488 0.867
H 1.579 -3.113 2.502
H -2.193 4.006 3.296
H -3.327 4.978 1.116
H -2.014 -2.227 3.334
H 0.938 -4.422 3.531
H -0.004 5.533 -0.361
H 4.717 -0.444 -3.485
H 4.442 0.310 -1.884
H 4.046 -1.416 -2.139
H 2.976 3.599 0.585
H 3.272 1.381 -4.601
H 0.298 -5.360 -1.699
H 2.784 -1.059 -4.984
H 2.110 -2.085 -3.679
H -3.899 2.823 2.038
H 2.214 4.058 -1.753
H -0.270 -1.708 -2.033
H 1.426 2.470 -1.947
H 0.495 3.970 -2.222
H 1.711 5.533 0.111
H 0.446 0.710 3.832
H 2.228 -3.622 -1.531
H -1.457 -5.269 3.165
H 2.158 -3.810 0.235
H 2.014 -2.188 -0.472
H -1.369 -3.089 -2.199
H 4.711 -0.278 2.880
H 2.985 2.142 -3.007
H -3.749 2.510 0.285
H 2.322 1.937 0.408
H -0.512 4.134 2.716
H -5.437 -0.124 -2.464
H -2.580 -4.361 2.119
H -0.301 -1.810 3.653
H 1.843 2.929 1.800
H -0.633 1.886 -2.122
H -4.754 -2.083 -1.088
H -3.868 1.867 -2.658
H -1.954 3.037 -1.800
H -1.217 -5.092 -0.797
H 0.281 -3.189 -2.886
H 1.210 -4.721 1.799
H -2.530 4.634 -0.434
H -1.317 -5.399 1.395
H 0.299 -5.488 0.076
H 0.468 5.176 1.330
*
```

Its LUMO energy (spin up / spin down) is -8.3734 / -11.8486 eV. Its HOMO-LUMO gap (spin up / spin down) is 0.2314 / 0.2244 Ha. The energy above the lowest of the compared OMol25 structures with the same formula, charge and spin is 0.0 kJ/mol.



The following is a quantum chemistry calculation of a 2-piece molecular cluster, C22H46FN7O2P overall in a non-equilibrium geometry, from OMol25.

Structure (ORCA input):
```
! RIJCOSX wB97M-V def2-TZVPD def2/J DEFGRID3
* xyz 1 1
P -1.130 0.256 -5.806
F -0.535 -2.478 4.287
O -0.825 2.364 -0.505
O -1.918 1.514 -5.707
N -0.744 -0.064 -4.167
N 0.260 0.817 -6.657
N -0.948 -1.357 -6.389
N 0.799 -1.063 5.642
N 0.388 2.502 4.624
N 2.375 1.204 5.257
N -2.231 0.771 1.446
C 0.001 0.288 0.393
C 0.117 -2.356 5.509
C 0.289 -0.973 -3.706
C -0.532 -1.543 -7.794
C 2.610 1.133 -0.239
C 0.235 1.517 -0.214
C 2.876 -0.024 4.591
C 0.063 2.047 -7.421
C 1.580 0.804 -6.054
C 0.848 1.326 5.292
C 1.520 1.935 -0.531
C -0.800 -2.732 6.671
C -1.348 0.207 5.133
C 2.155 -1.290 5.069
C 2.397 -0.107 0.346
C 0.154 0.020 4.855
C -1.740 1.130 2.763
C -2.202 0.155 3.848
C -2.217 -2.112 -6.218
C -1.889 -0.117 -3.266
C -1.377 -0.208 0.808
C 1.112 -0.512 0.659
H 0.832 2.119 -8.193
H 0.952 -1.479 1.126
H -1.843 -2.573 6.404
H 3.930 -0.129 4.848
H 0.041 -2.031 -3.865
H -2.149 2.116 3.002
H -1.211 -1.002 1.543
H -0.903 2.047 -7.920
H -3.016 -1.723 -6.855
H 0.435 -0.826 -2.631
H 1.646 2.906 -0.993
H 2.305 1.230 -6.749
H -3.209 0.456 4.136
H -1.749 -0.552 5.799
H 1.251 -0.777 -4.165
H -2.651 0.610 -3.546
H 2.834 0.057 3.507
H 1.923 -0.217 -5.875
H -0.653 1.264 2.738
H -2.559 -2.063 -5.182
H 0.906 -3.111 5.495
H 2.742 2.004 4.740
H 0.116 2.943 -6.792
H 3.253 -0.731 0.577
H -2.063 -3.164 -6.456
H 3.606 1.482 -0.475
H -1.573 0.117 -2.245
H -0.603 -3.760 6.964
H 2.768 1.283 6.195
H -1.143 -0.974 -8.498
H 0.165 3.260 5.250
H -2.421 1.574 0.870
H -2.208 -0.852 3.434
H 0.589 1.439 6.345
H -0.617 -2.602 -8.044
H 0.507 -1.269 -7.935
H -2.361 -1.110 -3.249
H -0.945 2.360 -1.464
H -1.880 -0.706 -0.026
H -0.573 -2.109 7.536
H 0.946 2.817 3.843
H -1.534 1.166 5.620
H 2.775 -1.793 5.810
H 1.625 1.378 -5.119
H 2.082 -1.933 4.185
H 0.296 -0.198 3.790
*
```

Its LUMO energy is -3.1444 eV. Its HOMO-LUMO gap is 0.2466 Ha.



The following is a quantum chemistry calculation of a 2-piece molecular cluster, C4H8O overall in a non-equilibrium geometry, from OMol25.

Structure (ORCA input):
```
! RIJCOSX wB97M-V def2-TZVPD def2/J DEFGRID3
* xyz 0 1
O -1.605 -1.375 -0.131
C -2.623 -0.863 -0.521
C 4.276 0.916 0.565
C 3.617 2.048 0.373
C -3.968 -1.477 -0.248
H -3.925 -2.541 -0.481
H 3.859 0.074 1.103
H -4.834 -1.044 -0.745
H 2.537 2.098 0.348
H -4.205 -1.421 0.819
H 4.111 2.876 -0.127
H 5.339 0.822 0.367
H -2.579 -0.111 -1.324
*
```

Its LUMO energy is 0.9985 eV. Its HOMO-LUMO gap is 0.4043 Ha. The energy above the lowest of the compared OMol25 structures with the same formula, charge and spin is 167.2 kJ/mol.



The following is a quantum chemistry calculation of the molecule C4H7NO in a non-equilibrium geometry, from OMol25.

Structure (ORCA input):
```
! RIJCOSX wB97M-V def2-TZVPD def2/J DEFGRID3
* xyz 0 1
O -1.801 -0.511 1.121
N -0.985 -0.874 -1.721
C -0.947 0.005 0.260
C 0.410 0.308 0.780
C -1.330 0.203 -1.053
C 1.506 0.482 -0.276
H -2.675 -0.513 0.690
H 0.678 -0.451 1.523
H 2.410 0.854 0.215
H -0.493 -1.495 -1.034
H 1.760 -0.454 -0.784
H 1.209 1.199 -1.046
H 0.258 1.246 1.323
*
```

Its LUMO energy (spin up / spin down) is 0.1863 / 0.1857 eV. Its HOMO-LUMO gap (spin up / spin down) is 0.2982 / 0.2982 Ha. The energy above the lowest of the compared OMol25 structures with the same formula, charge and spin is 423.3 kJ/mol.



The following is a quantum chemistry calculation of an isolated ion of composition C6H12NO and charge +1 in a non-equilibrium geometry, from OMol25.

Structure (ORCA input):
```
! RIJCOSX wB97M-V def2-TZVPD def2/J DEFGRID3
* xyz 1 1
O 0.644 0.231 1.524
N -1.052 1.540 0.411
C 0.972 -1.358 -0.483
C 2.440 -1.693 -0.661
C 0.538 -0.551 0.460
C -0.127 -1.855 -1.395
C -0.704 0.241 1.113
C -1.622 2.670 1.095
H 3.208 -1.183 0.042
H -0.934 -2.317 -0.763
H 2.588 -1.492 -1.763
H -1.458 -0.296 1.588
H -1.012 3.087 1.829
H 0.272 -2.477 -2.239
H -0.672 -0.942 -1.800
H -2.478 2.435 1.669
H -1.462 1.454 -0.545
H 2.601 -2.790 -0.564
H 0.005 1.889 0.298
H -1.745 3.408 0.181
*
```

Its LUMO energy is -3.5686 eV. Its HOMO-LUMO gap is 0.3389 Ha. The energy above the lowest of the compared OMol25 structures with the same formula, charge and spin is 362.6 kJ/mol.



What is the formula in the third record?
C22H46FN7O2P